No. 1
# C36H108AsF6O36

A molecular structure, C36H108AsF6O36 in a non-equilibrium geometry (ωB97M-V with the def2-TZVPD basis set, the OMol25 dataset).

Calculated values
HOMO = -7.80 eV
lowest unoccupied orbital energy = 2.1 eV

ORCA input file:
```
! RIJCOSX wB97M-V def2-TZVPD def2/J DEFGRID3
* xyz -1 1
As 1.147 -0.501 0.238
F 1.916 1.020 -0.121
F 0.214 -0.321 -1.196
F 0.459 -2.055 0.530
F 2.083 -0.631 1.745
F -0.030 0.432 1.106
F 2.356 -1.200 -0.708
C 4.679 3.977 -1.138
C 4.181 5.096 -0.346
O 2.784 5.021 0.041
O 4.837 2.800 -0.286
H 5.609 4.150 -1.565
H 3.929 3.841 -1.949
H 4.325 6.066 -0.812
H 4.865 5.218 0.576
H 2.801 4.225 0.595
H 4.314 2.055 -0.550
C -2.799 3.783 1.707
C -3.977 3.155 1.055
O -3.582 2.867 -0.314
O -2.396 4.846 0.831
H -2.008 3.012 1.632
H -2.901 3.960 2.711
H -4.841 3.823 1.079
H -4.198 2.242 1.544
H -3.259 3.745 -0.666
H -1.400 4.766 0.604
C 1.687 4.601 3.440
C 2.345 3.241 3.259
O 2.455 2.968 1.904
O 2.505 5.692 3.047
H 1.391 4.603 4.466
H 0.656 4.668 2.979
H 1.752 2.494 3.787
H 3.275 3.368 3.764
H 2.603 2.036 1.712
H 2.507 5.645 2.068
C 3.739 -0.480 -3.341
C 3.869 -1.971 -3.216
O 2.824 -2.678 -3.883
O 4.010 0.122 -4.709
H 4.383 0.033 -2.608
H 2.671 -0.272 -3.044
H 3.834 -2.226 -2.163
H 4.831 -2.183 -3.638
H 1.986 -2.426 -3.475
H 3.333 -0.265 -5.333
C 0.108 -3.617 4.832
C 1.370 -4.428 5.001
O 1.541 -5.263 3.949
O 0.233 -2.784 3.726
H -0.048 -3.082 5.819
H -0.756 -4.276 4.609
H 1.380 -5.019 5.922
H 2.186 -3.613 5.085
H 1.406 -4.833 3.088
H -0.510 -2.900 3.154
C -3.151 0.243 4.530
C -1.886 0.036 3.683
O -2.348 0.314 2.352
O -4.081 -0.661 3.981
H -3.430 1.250 4.489
H -2.894 -0.025 5.579
H -1.587 -0.997 3.932
H -1.033 0.690 3.988
H -1.575 0.330 1.785
H -4.397 -0.267 3.115
C -2.213 -3.784 0.443
C -2.631 -4.258 1.790
O -2.290 -3.285 2.739
O -2.749 -2.482 0.212
H -2.563 -4.444 -0.372
H -1.109 -3.746 0.390
H -2.097 -5.198 2.056
H -3.647 -4.471 1.891
H -2.589 -3.498 3.709
H -2.484 -1.843 0.873
C 1.729 -5.336 0.131
C 3.116 -5.146 -0.326
O 3.381 -6.050 -1.360
O 1.408 -4.590 1.309
H 1.652 -6.357 0.452
H 1.057 -5.152 -0.717
H 3.863 -5.312 0.502
H 3.247 -4.139 -0.635
H 3.328 -5.588 -2.199
H 1.491 -3.625 1.060
C 5.837 -0.985 0.613
C 5.448 -0.009 1.627
O 6.235 1.150 1.643
O 5.400 -0.487 -0.659
H 5.405 -1.964 0.831
H 6.931 -1.112 0.584
H 5.422 -0.441 2.596
H 4.398 0.192 1.525
H 5.717 1.867 1.189
H 4.464 -0.224 -0.524
C -2.543 -3.678 -4.851
C -2.786 -3.810 -3.340
O -2.143 -2.703 -2.752
O -3.463 -2.760 -5.407
H -2.935 -4.619 -5.303
H -1.506 -3.450 -5.139
H -2.371 -4.755 -2.917
H -3.852 -3.838 -3.192
H -2.626 -2.491 -1.897
H -3.425 -1.942 -4.849
C -2.891 -4.476 7.084
C -3.047 -3.078 6.508
O -3.456 -3.261 5.131
O -4.133 -5.156 6.981
H -2.605 -4.472 8.156
H -2.110 -4.966 6.535
H -2.065 -2.546 6.505
H -3.751 -2.507 7.123
H -3.674 -2.395 4.704
H -4.503 -5.163 6.104
C 3.572 3.869 -5.126
C 3.023 3.161 -6.291
O 1.650 2.741 -6.048
O 3.624 2.934 -4.014
H 3.094 4.736 -4.683
H 4.576 4.248 -5.491
H 3.656 2.297 -6.543
H 2.939 3.844 -7.104
H 1.601 1.946 -5.534
H 3.916 2.055 -4.346
C -3.190 0.987 -3.165
C -3.426 -0.054 -2.111
O -4.242 0.428 -1.036
O -2.014 1.728 -3.033
H -4.133 1.596 -3.177
H -3.139 0.352 -4.079
H -2.433 -0.397 -1.762
H -4.022 -0.900 -2.461
H -3.707 1.121 -0.599
H -1.882 2.233 -3.842
C 2.027 1.202 5.944
C 1.945 -0.130 5.164
O 0.818 -0.804 5.844
O 0.801 1.864 5.868
H 2.854 1.862 5.614
H 2.153 0.961 7.006
H 2.907 -0.639 5.094
H 1.724 0.089 4.103
H 0.481 -1.492 5.246
H 0.097 1.264 6.103
C -0.287 -0.764 -4.335
C 0.289 -0.882 -5.746
O 1.779 -0.930 -5.811
O 0.128 -2.000 -3.704
H -1.384 -0.719 -4.371
H 0.161 0.046 -3.761
H 0.068 0.063 -6.327
H -0.260 -1.733 -6.300
H 2.084 -1.777 -5.470
H -0.467 -2.250 -2.994
C -0.282 3.168 -1.218
C 0.840 3.390 -2.208
O 1.094 4.768 -2.279
O 0.155 3.595 0.152
H -0.650 2.139 -1.093
H -1.122 3.843 -1.487
H 0.374 3.094 -3.152
H 1.747 2.867 -2.010
H 1.596 4.920 -1.479
H 0.459 2.819 0.670
C -6.410 -2.477 0.586
C -6.821 -1.067 1.008
O -5.560 -0.372 1.227
O -5.849 -2.344 -0.679
H -7.208 -3.225 0.658
H -5.632 -2.752 1.313
H -7.370 -1.022 1.955
H -7.438 -0.617 0.271
H -5.132 -0.153 0.361
H -4.885 -2.425 -0.525
C -0.767 5.484 -4.704
C -1.651 4.679 -5.606
O -1.409 3.252 -5.359
O -1.266 5.370 -3.401
H -0.827 6.536 -4.958
H 0.328 5.109 -4.884
H -1.574 4.963 -6.678
H -2.728 4.841 -5.293
H -0.440 3.072 -5.641
H -0.517 5.311 -2.799
*
```

---

No. 2
# C54H56N14O2P2Pb

A molecular structure, C54H56N14O2P2Pb (ωB97M-V with the def2-TZVPD basis set, the OMol25 dataset).

Calculated values
HOMO = -7.56 eV
ΔE to the lowest compared entry with this formula, charge and spin = 102.2 kJ/mol
lowest unoccupied orbital energy = -0.3 eV

ORCA input file:
```
! RIJCOSX wB97M-V def2-TZVPD def2/J DEFGRID3
* xyz 0 1
Pb 0.142 -0.737 2.222
C -1.092 -0.972 5.970
C -1.871 -2.011 5.477
C -1.266 -3.058 4.809
C 0.119 -3.020 4.603
N 0.877 -2.031 5.095
C 0.277 -1.049 5.772
N 0.737 -4.066 3.924
C 1.481 -3.863 2.904
N 1.676 -2.677 2.201
C 2.603 -2.893 1.242
N 3.121 -2.060 0.387
C 3.045 -0.692 0.481
C 3.707 0.037 -0.531
C 3.970 1.371 -0.355
C 3.590 1.991 0.837
C 2.813 1.266 1.709
N 2.482 -0.025 1.519
C 2.988 -4.331 1.234
C 3.844 -5.050 0.427
C 3.945 -6.421 0.657
C 3.203 -7.037 1.661
C 2.350 -6.298 2.478
C 2.266 -4.940 2.250
H -1.530 -0.132 6.492
H -2.947 -2.004 5.618
H -1.837 -3.896 4.430
H 0.940 -0.286 6.172
H 4.008 -0.496 -1.423
H 4.466 1.937 -1.132
H 3.865 3.014 1.060
H 2.406 1.729 2.600
H 4.411 -4.559 -0.354
H 4.613 -7.017 0.047
H 3.291 -8.107 1.807
H 1.758 -6.767 3.255
C -1.673 2.220 -0.072
P -2.238 0.565 0.579
C -2.473 -0.339 -1.029
N -2.734 0.372 -2.092
C -2.802 -0.248 -3.300
C -2.993 0.508 -4.475
C -3.060 -0.127 -5.683
C -2.943 -1.532 -5.768
C -2.736 -2.281 -4.641
C -2.642 -1.640 -3.387
N -2.303 -2.365 -2.282
C -2.184 -1.759 -1.129
P -1.335 -2.725 0.250
C -0.080 -3.603 -0.764
C -2.525 -4.166 0.609
C -1.773 -5.146 1.516
C -3.035 -4.914 -0.624
C -3.717 -3.583 1.370
C -4.016 1.069 0.992
C -3.948 1.738 2.372
C -4.679 1.991 -0.037
C -4.817 -0.226 1.109
H -2.108 2.408 -1.048
H 0.184 1.874 0.669
H -2.002 2.968 0.649
H -3.074 1.586 -4.395
H -3.198 0.449 -6.591
H -3.000 -2.016 -6.735
H -2.621 -3.358 -4.679
H -0.515 -3.893 -1.717
H 0.262 -4.483 -0.220
H 0.771 -2.943 -0.919
H -1.047 -5.735 0.953
H -2.483 -5.845 1.969
H -1.241 -4.636 2.320
H -2.225 -5.433 -1.139
H -3.521 -4.250 -1.333
H -3.765 -5.667 -0.304
H -3.381 -2.942 2.191
H -4.330 -4.384 1.795
H -4.349 -2.998 0.700
H -3.345 2.650 2.358
H -3.508 1.057 3.106
H -4.955 2.005 2.711
H -4.304 3.015 0.038
H -5.760 2.018 0.137
H -4.515 1.631 -1.053
H -4.339 -0.908 1.813
H -4.908 -0.727 0.141
H -5.826 -0.011 1.473
C 6.649 4.245 -1.443
O 5.766 5.173 -2.050
C 4.793 4.677 -2.852
C 3.823 5.581 -3.279
C 2.769 5.158 -4.062
C 2.629 3.809 -4.378
C 3.626 2.920 -4.002
C 4.725 3.353 -3.270
N 1.569 3.387 -5.242
N 0.869 2.400 -4.987
C 0.863 1.748 -3.714
C 0.970 0.357 -3.682
C 0.837 -0.350 -2.508
C 0.494 0.301 -1.307
O 0.148 -0.349 -0.225
C 0.376 1.694 -1.372
N -0.161 2.358 -0.171
C 0.278 3.777 -0.061
C 0.074 4.503 -1.355
C 0.214 3.869 -2.514
C 0.537 2.436 -2.539
H 7.215 4.808 -0.707
H 7.338 3.810 -2.170
H 6.102 3.445 -0.939
H 3.928 6.619 -2.986
H 2.028 5.868 -4.411
H 3.564 1.888 -4.327
H 5.516 2.651 -3.038
H 1.178 -0.164 -4.612
H 0.917 -1.431 -2.499
H 1.337 3.765 0.206
H -0.163 5.558 -1.298
H 0.063 4.379 -3.457
N -1.305 5.212 2.456
C -0.655 5.044 3.560
N -0.406 6.018 4.492
N -0.094 3.846 3.916
C -0.122 2.772 3.256
N -0.100 1.726 2.699
H -1.662 6.157 2.365
H -0.277 4.254 0.744
H -0.887 6.896 4.443
H -0.005 5.742 5.369
*
```

---

No. 3
# C44H35BrF4N10O3PSeSiTl

A molecular structure, C44H35BrF4N10O3PSeSiTl (ωB97M-V with the def2-TZVPD basis set, the OMol25 dataset).

Calculated values
HOMO (alpha / beta) = -2.91 / -2.91 eV
lowest unoccupied orbital energy (alpha / beta) = 1.7 / 2.3 eV

ORCA input file:
```
! RIJCOSX wB97M-V def2-TZVPD def2/J DEFGRID3
* xyz -2 1
Tl -0.118 0.852 -0.525
O -1.360 0.413 -4.912
C -1.049 0.052 -3.783
O -0.202 0.595 -3.006
C -1.708 -1.234 -3.225
P -0.630 -1.973 -1.947
C -1.385 -3.627 -1.689
C -1.271 -4.687 -2.583
C -1.868 -5.907 -2.312
C -2.600 -6.079 -1.147
C -2.729 -5.025 -0.254
C -2.118 -3.811 -0.520
C 0.851 -2.454 -2.897
C 1.950 -3.167 -2.139
C 3.290 -3.351 -2.904
C 3.240 -3.115 -4.379
C 2.172 -2.579 -4.964
C 0.974 -2.225 -4.208
H -1.984 -1.918 -4.034
H -2.625 -0.937 -2.705
H -0.705 -4.553 -3.498
H -1.766 -6.724 -3.014
H -3.066 -7.031 -0.934
H -3.298 -5.150 0.657
H -2.195 -2.992 0.185
H 1.553 -4.159 -1.889
H 3.680 -4.358 -2.710
H 4.120 -3.367 -4.959
H 2.171 -2.385 -6.028
H 0.178 -1.746 -4.761
O 5.598 -2.566 -2.414
C 4.219 -2.377 -2.159
C 3.756 -0.974 -2.453
C 2.786 -0.431 -1.731
N 2.247 -1.118 -0.577
C 2.394 -2.556 -0.767
Br 1.449 -3.497 0.684
C 3.907 -2.732 -0.696
H 5.808 -2.146 -3.255
H 4.155 -0.453 -3.314
H 2.396 0.564 -1.888
H 4.245 -3.750 -0.501
N -0.052 4.367 1.358
C -1.211 4.544 1.992
N -1.187 5.203 3.182
N -2.410 4.173 1.554
C -2.387 3.387 0.492
N -2.372 2.695 -0.438
H 0.836 4.489 1.817
H 0.009 3.844 0.500
H -0.335 5.149 3.715
H -2.026 5.040 3.721
C 1.652 0.240 2.225
C 2.544 -0.723 1.917
C 3.181 -0.749 0.537
C 4.393 -1.719 0.352
C 4.848 -2.405 1.603
C 4.137 -2.391 2.782
C 2.992 -1.625 2.930
C 6.051 -3.155 1.535
N 7.031 -3.762 1.472
H 1.392 1.008 1.518
H 1.185 0.259 3.198
H 3.479 0.282 0.323
H 5.245 -1.177 -0.073
H 4.496 -2.982 3.614
H 2.456 -1.636 3.869
C 3.394 5.483 -2.334
Si 2.519 3.805 -2.295
C 0.823 4.037 -3.066
C 3.494 2.666 -3.457
Se 2.427 3.031 -0.208
H 3.635 5.785 -3.353
H 4.317 5.439 -1.756
H 2.760 6.249 -1.891
H 0.896 4.302 -4.120
H 0.279 4.832 -2.553
H 0.234 3.122 -3.005
H 3.924 3.224 -4.286
H 2.837 1.905 -3.879
H 4.300 2.166 -2.917
F -5.016 0.189 1.075
C -5.392 1.320 1.701
C -6.630 1.826 1.435
F -7.401 1.164 0.553
C -7.150 2.993 2.059
C -6.240 3.581 2.978
C -5.008 3.068 3.250
F -4.261 3.704 4.175
C -4.489 1.906 2.619
C -3.216 1.380 2.866
C -2.637 0.324 2.120
N -2.003 -0.446 1.531
C -2.327 1.902 3.839
N -1.560 2.312 4.599
F -6.613 4.694 3.642
C -8.442 3.495 1.815
C -8.954 4.675 2.412
N -9.442 5.624 2.849
C -9.389 2.856 0.976
N -10.220 2.385 0.331
*
```